Record 1
Density functional theory data (ωB97M-V/def2-TZVPD) for a molecular structure, C22H15IN4O6RuS4Te.

Cartesian coordinates (Å):
Ru: -0.368 0.899 1.139
S: -4.404 2.034 2.924
C: -2.974 1.474 2.326
S: -2.742 0.765 0.751
S: -1.453 1.484 3.158
Te: -2.337 -1.805 2.882
C: -2.480 -3.918 2.731
C: -3.434 -4.533 1.917
C: -3.506 -5.917 1.820
C: -2.637 -6.719 2.550
C: -1.690 -6.121 3.371
C: -1.608 -4.737 3.454
H: -4.126 -3.921 1.350
H: -4.250 -6.372 1.177
H: -2.693 -7.798 2.473
H: -1.004 -6.734 3.945
H: -0.853 -4.283 4.086
C: 1.980 -1.967 -1.204
C: 1.010 -1.592 -0.185
N: 0.281 -1.247 0.628
H: 2.266 -3.011 -1.090
H: 2.856 -1.327 -1.093
H: 1.546 -1.807 -2.191
I: 3.374 2.019 0.167
C: 2.578 1.701 2.103
C: 3.079 2.427 3.148
C: 2.643 2.107 4.443
C: 1.825 0.976 4.588
C: 1.403 0.292 3.480
N: 1.672 0.699 2.185
H: 3.783 3.228 2.969
H: 2.952 2.699 5.294
H: 1.513 0.633 5.567
H: 0.790 -0.598 3.562
S: 0.124 4.126 1.635
C: -0.062 2.813 0.709
O: 0.017 3.078 -0.704
C: 0.071 2.011 -1.468
O: 0.060 0.886 -0.979
C: 0.198 2.258 -2.921
C: 0.590 3.517 -3.379
C: 0.758 3.654 -4.754
C: 0.549 2.640 -5.652
C: 0.135 1.381 -5.169
C: -0.036 1.199 -3.777
N: -0.086 0.345 -6.048
O: 0.072 0.553 -7.295
O: -0.422 -0.789 -5.579
N: 1.197 4.968 -5.276
O: 1.447 5.069 -6.463
O: 1.286 5.889 -4.484
H: 0.771 4.340 -2.707
H: 0.689 2.791 -6.709
H: -0.353 0.238 -3.403

Values from the calculation:
Net charge: -2
HOMO level (spin up / spin down) in eV: -0.54 / -3.00
Energy in a.u.: -3771.0129
⟨S²⟩: 6.0701
Energy above the lowest of the compared OMol25 structures with the same formula, charge and spin in kcal/mol: 30.98
2S+1: 5
Lowest unoccupied orbital energy (spin up / spin down) in eV: 3.69 / 2.70


Record 2
Density functional theory data (ωB97M-V/def2-TZVPD) for a molecular structure, C3H5IN2O4S in a non-equilibrium geometry.

Cartesian coordinates (Å):
C: -0.470 -1.158 1.200
C: -0.466 -0.653 -0.784
C: -1.345 -0.171 0.387
N: 0.440 -1.319 0.155
N: -1.193 1.089 0.928
O: 0.462 -3.856 0.235
O: -0.470 -1.719 2.214
O: 1.655 -2.602 -1.479
O: 2.495 -2.616 0.788
S: 1.241 -2.761 -0.100
I: -3.349 -0.648 -0.195
H: -1.033 -1.265 -1.501
H: 0.218 0.066 -1.148
H: -1.381 1.203 1.940
H: -1.505 1.920 0.311
H: 3.203 -2.259 0.265

Values from the calculation:
HOMO level (spin up / spin down) in eV: -5.60 / -9.69
Energy in a.u.: -1223.4617
⟨S²⟩: 2.0078
2S+1: 3
Lowest unoccupied orbital energy (spin up / spin down) in eV: 0.38 / -3.86


Record 3
Density functional theory data (ωB97M-V/def2-TZVPD) for a molecular structure, C32H31CaN5O4Si in a non-equilibrium geometry.

Cartesian coordinates (Å):
Ca: -2.054 0.120 0.669
C: -1.473 0.024 4.583
C: -2.333 -1.044 4.090
C: -2.889 -2.043 4.920
C: -3.659 -3.050 4.318
C: -3.869 -3.039 2.941
C: -3.403 -1.956 2.193
N: -2.551 -1.026 2.789
N: -3.612 -1.793 0.916
Si: -4.410 -2.718 -0.226
C: -6.282 -2.743 0.222
C: -4.337 -1.981 -1.925
C: -4.009 -4.576 -0.547
H: -2.045 0.923 4.560
H: -0.578 0.190 3.936
H: -1.139 -0.206 5.626
H: -2.633 -2.095 6.007
H: -4.033 -3.871 4.908
H: -4.310 -3.946 2.478
H: -6.586 -1.686 0.511
H: -6.454 -3.433 1.035
H: -7.035 -3.078 -0.486
H: -4.939 -1.068 -1.967
H: -4.862 -2.700 -2.631
H: -3.319 -1.784 -2.296
H: -4.121 -5.196 0.368
H: -2.995 -4.744 -0.857
H: -4.711 -4.959 -1.327
O: -0.189 -1.341 0.195
C: 0.665 -0.475 0.161
N: 1.852 -0.597 -0.514
C: 2.753 0.514 -0.134
C: 1.731 1.388 0.662
O: 2.088 2.441 1.183
N: 0.595 0.737 0.843
C: 3.897 0.024 0.763
C: 4.910 -0.798 0.221
C: 5.890 -1.380 1.022
C: 5.897 -1.129 2.404
C: 4.978 -0.226 2.927
C: 4.013 0.352 2.113
C: 3.304 1.284 -1.341
C: 2.960 0.959 -2.663
C: 3.572 1.740 -3.658
C: 4.561 2.695 -3.427
C: 4.873 2.979 -2.072
C: 4.261 2.251 -1.092
H: 2.107 -1.540 -0.773
H: 4.833 -1.030 -0.839
H: 6.610 -2.105 0.657
H: 6.642 -1.686 2.965
H: 5.028 -0.015 3.973
H: 3.283 0.987 2.583
H: 2.201 0.183 -2.935
H: 3.238 1.567 -4.671
H: 5.036 3.154 -4.307
H: 5.623 3.693 -1.858
H: 4.442 2.343 -0.041
N: -4.154 3.061 1.989
C: -3.499 2.245 1.464
O: -1.474 0.279 -3.557
C: -1.337 1.044 -2.589
O: -1.870 0.870 -1.424
C: -0.499 2.250 -2.770
C: -0.073 3.040 -1.712
C: 0.771 4.126 -1.896
C: 1.221 4.486 -3.162
C: 0.681 3.754 -4.268
C: -0.117 2.668 -4.068
H: -0.343 2.782 -0.681
H: 1.044 4.662 -0.984
H: 1.951 5.216 -3.333
H: 1.100 4.032 -5.259
H: -0.414 1.995 -4.904

Values from the calculation:
Net charge: -2
HOMO level in eV: -2.45
Energy in a.u.: -2780.1841
Energy above the lowest of the compared OMol25 structures with the same formula, charge and spin in kcal/mol: 9.36
Lowest unoccupied orbital energy in eV: 4.11


Record 4
Density functional theory data (ωB97M-V/def2-TZVPD) for 7 unconnected molecules or ions with the total composition C12H28O26PS6 in a non-equilibrium geometry.

Cartesian coordinates (Å):
O: -0.890 0.408 0.525
P: 0.611 0.268 0.066
O: 1.465 1.355 0.822
H: -1.123 1.347 0.295
H: 1.060 -1.046 0.234
H: 0.616 0.596 -1.296
H: 1.892 1.000 1.625
C: -3.830 4.408 0.140
C: -2.864 5.563 0.014
O: -1.676 4.971 -0.545
S: -2.094 3.775 -1.518
O: -2.088 4.237 -2.852
O: -1.354 2.609 -1.131
O: -3.602 3.607 -1.037
H: -3.609 3.804 1.015
H: -4.864 4.737 0.181
H: -2.649 6.031 0.970
H: -3.228 6.318 -0.685
C: -6.714 1.134 1.588
C: -7.072 1.494 3.009
O: -5.804 1.595 3.683
S: -4.701 2.129 2.658
O: -4.555 3.529 2.848
O: -3.592 1.239 2.682
O: -5.520 1.888 1.304
H: -6.475 0.074 1.499
H: -7.500 1.389 0.882
H: -7.701 0.745 3.483
H: -7.564 2.468 3.063
C: 3.939 1.593 -3.384
C: 3.701 0.180 -3.868
O: 4.419 -0.645 -2.936
S: 4.398 0.039 -1.493
O: 3.353 -0.555 -0.717
O: 5.723 0.117 -1.009
O: 3.910 1.495 -1.948
H: 4.924 1.958 -3.681
H: 3.178 2.286 -3.734
H: 4.061 0.017 -4.880
H: 2.643 -0.088 -3.814
C: 9.191 0.184 -2.492
C: 8.804 0.538 -1.072
O: 10.045 0.601 -0.364
S: 11.201 1.123 -1.357
O: 11.374 2.515 -1.160
O: 12.279 0.209 -1.305
O: 10.398 0.908 -2.737
H: 9.406 -0.883 -2.591
H: 8.427 0.466 -3.212
H: 8.146 -0.199 -0.624
H: 8.334 1.523 -1.023
C: -0.933 -3.928 -0.529
C: 0.534 -4.264 -0.337
O: 0.651 -5.620 -0.751
S: -0.406 -5.914 -1.937
O: 0.263 -5.796 -3.178
O: -1.165 -7.051 -1.584
O: -1.313 -4.593 -1.729
H: -1.539 -4.325 0.289
H: -1.107 -2.856 -0.621
H: 0.857 -4.150 0.696
H: 1.170 -3.654 -0.987
C: -4.230 -3.363 4.198
C: -3.888 -2.516 2.990
O: -4.927 -2.797 2.044
S: -6.297 -3.095 2.836
O: -7.068 -1.902 2.865
O: -6.824 -4.324 2.379
O: -5.656 -3.305 4.292
H: -3.939 -4.405 4.051
H: -3.774 -2.986 5.110
H: -2.914 -2.760 2.571
H: -3.923 -1.450 3.228

Values from the calculation:
Net charge: +1
HOMO level in eV: -12.61
Energy in a.u.: -5160.4055
Energy above the lowest of the compared OMol25 structures with the same formula, charge and spin in kcal/mol: 0.00
Lowest unoccupied orbital energy in eV: -3.55


Record 5
Density functional theory data (ωB97M-V/def2-TZVPD) for a single BH3OS molecule in a non-equilibrium geometry.

Cartesian coordinates (Å):
B: 0.226 1.234 -0.300
S: -0.322 -0.286 0.437
O: -0.050 -2.067 0.012
H: 0.565 1.466 -1.398
H: 0.090 2.144 0.435
H: -0.509 -2.491 0.814

Values from the calculation:
HOMO level in eV: -10.01
Energy in a.u.: -500.0020
Energy above the lowest of the compared OMol25 structures with the same formula, charge and spin in kcal/mol: 77.64
SMILES: BSO
Lowest unoccupied orbital energy in eV: -0.62


Record 6
Density functional theory data (ωB97M-V/def2-TZVPD) for a molecular structure, C5H12MgN2O2 in a non-equilibrium geometry.

Cartesian coordinates (Å):
Mg: -0.038 -0.024 -0.462
C: 0.558 -2.026 -1.010
H: -0.035 -2.591 -0.273
H: 0.165 -2.208 -2.017
H: 1.601 -2.326 -0.948
H: 1.767 -0.277 -1.360
H: 1.716 0.475 -1.031
C: -3.904 1.044 1.319
C: -2.461 0.875 0.958
N: -1.986 0.041 0.025
O: -2.963 -0.678 -0.729
C: -1.463 1.671 1.576
C: -1.740 2.736 2.575
N: -0.195 1.384 1.138
O: 0.802 1.947 1.684
H: -4.598 0.362 0.813
H: -4.228 2.071 1.087
H: -4.033 0.907 2.405
H: -3.598 -0.987 -0.052
H: -0.818 3.227 2.898
H: -2.408 3.500 2.148
H: -2.241 2.318 3.460

Values from the calculation:
HOMO level (spin up / spin down) in eV: -7.89 / -7.89
Energy in a.u.: -657.6267
Energy above the lowest of the compared OMol25 structures with the same formula, charge and spin in kcal/mol: 15.46
Lowest unoccupied orbital energy (spin up / spin down) in eV: -0.35 / -0.35